The following is a quantum chemistry calculation of C42H55F24N2O16PSSb as an isolated structure at a distorted geometry, from the Open Molecules 2025 dataset.

Each line ends with the Löwdin charge.
Geometry (Å):
Sb  2.754303  3.679700  1.565732  1.2407
S  1.197541  3.290126  -4.831631  0.9380
P  6.191550  3.965859  1.342655  0.4763
F  3.193453  -0.240578  -6.780009  0.1685
F  4.300094  -3.688067  2.713457  0.1650
F  -11.496804  -3.946817  -1.359386  0.1596
F  7.381398  -11.892410  4.255353  0.1599
F  1.094363  -0.496994  -7.179572  0.1613
F  -12.576152  -3.319703  -3.117379  0.1582
F  -12.403365  -1.995009  -1.423832  0.1570
F  -11.401763  3.791035  -1.775640  0.1604
F  5.904923  2.035771  7.333457  0.0807
F  -2.298881  -0.212688  -3.111183  0.1670
F  6.564979  2.325872  5.211126  0.0997
F  8.954703  -11.251532  2.926201  0.1570
F  1.784585  -0.243758  -5.149829  0.1259
F  5.317824  -4.972346  1.308893  0.1536
F  -3.697393  -1.623801  -2.279944  0.1593
F  -4.127116  -0.653439  -4.161737  0.1360
F  -12.013486  4.774040  0.047307  0.1581
F  7.134722  3.811072  6.822273  0.1097
F  1.151069  1.049829  1.834925  -0.1747
F  -10.124064  3.743287  -0.039066  0.1604
F  9.065024  -10.798215  5.035163  0.1554
F  2.673407  6.423235  3.003647  -0.0498
F  0.922058  5.092702  3.514756  -0.0637
F  4.813586  -2.953476  0.751170  0.1679
O  -5.637800  0.559736  -2.318725  0.0133
O  7.215767  4.274730  0.033949  -0.2045
O  7.514278  -3.941265  2.616649  0.1482
O  3.079144  -2.999613  -6.726682  0.1697
O  -13.413439  2.499544  -0.095225  0.0273
O  8.332311  -8.538356  3.809683  0.0277
O  -11.513114  1.400378  0.386328  0.1729
O  6.046123  2.339213  1.578919  -0.1993
O  -0.820374  1.479829  -5.048743  -0.0166
O  -9.650497  -3.287241  -3.185279  0.0295
O  -10.211180  -1.138543  -2.849363  0.1684
O  -3.765847  1.515322  -1.526833  0.1783
O  6.591746  -1.901097  2.445193  0.0423
O  1.239455  -2.842779  -5.445143  0.0282
O  6.317972  -9.472937  3.468884  0.1704
O  6.864945  4.622041  2.527253  -0.3652
N  -1.283643  1.418301  -7.276400  0.0150
N  -0.252847  2.309192  -7.100828  0.0282
C  -12.084082  2.385311  0.018186  -0.3829
C  4.588254  4.825695  1.007628  -0.3909
C  -6.541620  2.813245  -2.418149  -0.0547
C  -6.435726  1.530951  -1.618884  -0.1969
C  -7.371259  -2.563092  -2.764218  -0.0504
C  -1.612521  0.950925  -6.062730  -0.1506
C  2.180613  -4.684929  -4.173423  -0.0603
C  4.815193  3.764073  6.132728  -0.0841
C  7.784138  -1.314354  2.995721  -0.1914
C  0.911739  2.473312  1.991946  -0.4131
C  8.219456  -10.880896  3.992014  -0.5251
C  3.180334  2.749199  -2.858669  -0.2464
C  2.872396  4.974013  7.190875  -0.0644
C  8.831417  -1.125071  1.917183  -0.0555
C  -10.450313  -2.307734  -2.752516  -0.3865
C  6.149624  2.979292  6.346857  -0.4857
C  7.778145  -7.235931  3.542090  -0.1966
C  3.074122  2.438213  -0.250920  -0.3460
C  4.138880  4.266051  7.325963  -0.0264
C  -8.425436  -2.863918  -3.808682  -0.1941
C  -11.732495  -2.891650  -2.158631  -0.5242
C  -11.401911  3.677288  -0.434458  -0.5257
C  2.323468  5.194650  5.853067  -0.0088
C  7.481695  -9.565827  3.734832  -0.3901
C  -3.602827  -0.449975  -2.933324  -0.5153
C  7.113478  -6.676894  4.783377  -0.0539
C  5.254852  -3.711780  1.766433  -0.5249
C  -14.387698  1.262890  1.753969  -0.0607
C  -4.310892  0.675809  -2.177667  -0.3765
C  -0.693451  1.602540  0.120913  -0.1299
C  2.341841  3.058585  -1.522768  -0.2897
C  3.002107  4.718285  4.633877  -0.1179
C  -0.309698  2.826794  1.052413  -0.2548
C  2.078338  -0.828473  -6.326566  -0.5096
C  6.598134  -3.226872  2.313910  -0.3819
C  2.287576  2.075663  -3.970517  -0.4836
C  2.326478  5.065286  3.269070  -0.5013
C  -14.176624  1.333454  0.255365  -0.1994
C  2.226347  -2.344918  -6.199546  -0.3780
C  -0.009728  2.329429  -5.783817  -0.6255
C  1.231265  -4.269350  -5.278692  -0.2040
C  4.253925  4.002866  4.812204  0.0270
H  1.674345  1.291920  -3.441767  0.0857
H  -1.219543  3.001019  1.700281  0.0986
H  -6.037436  1.712138  -0.619113  0.1288
H  2.891244  1.554773  -4.751684  0.0602
H  2.856638  1.348764  -0.113194  0.0586
H  -8.095329  -3.689061  -4.440125  0.1261
H  -7.227988  -3.421511  -2.104715  0.0882
H  6.764241  -5.659424  4.607266  0.0691
H  7.811839  -6.671031  5.623026  0.0841
H  -7.211267  3.519159  -1.924980  0.0795
H  1.465012  -4.770975  -6.219541  0.1240
H  2.114768  -5.758933  -3.993483  0.0817
H  8.610131  -6.595502  3.250738  0.1223
H  3.625842  2.534950  2.548735  -0.0181
H  2.311895  5.381002  8.062670  0.0938
H  -15.033114  0.422240  2.012290  0.0824
H  6.096973  2.113958  2.524655  0.0543
H  -2.403390  0.220658  -5.793562  0.1207
H  -15.139220  1.427428  -0.247843  0.1253
H  7.589948  5.143486  0.284231  0.0643
H  3.212661  -4.439403  -4.429480  0.0784
H  -13.700365  0.428794  -0.126995  0.1182
H  -6.419532  -2.318120  -3.237295  0.0734
H  4.548064  4.989523  -0.111145  0.0322
H  0.210792  -4.545276  -5.011624  0.1241
H  7.088616  -7.271331  2.697291  0.1247
H  4.656998  5.846459  1.462814  0.0375
H  8.425164  -0.544890  1.086451  0.0864
H  9.153612  -2.085105  1.509018  0.0750
H  2.279399  4.181352  -1.467201  0.0723
H  -8.598667  -2.007714  -4.462892  0.1268
H  -1.517705  1.864861  -0.600022  0.0505
H  -5.564512  3.285678  -2.533785  0.0804
H  9.705321  -0.607916  2.315322  0.0843
H  -0.179308  3.759641  0.447852  0.0694
H  -14.843243  2.184995  2.120704  0.0826
H  8.165330  -1.912021  3.825604  0.1248
H  3.620175  3.721788  -3.211302  0.1023
H  -6.919434  2.608986  -3.422169  0.0837
H  1.367876  5.755266  5.780009  0.1076
H  4.814433  3.616070  3.939284  0.0520
H  1.291734  2.690243  -1.645276  0.0799
H  -13.438226  1.144615  2.278900  0.0784
H  6.260434  -7.289295  5.081936  0.0793
H  -7.425915  1.090273  -1.496600  0.1216
H  4.566959  4.123282  8.350495  0.1129
H  4.178028  2.502963  -0.504707  0.0317
H  -7.670553  -1.723366  -2.134786  0.0728
H  1.946069  -4.155898  -3.247701  0.0858
H  0.181993  1.198361  -0.450638  0.0551
H  1.749108  4.740783  0.563713  -0.0092
H  7.497916  -0.344515  3.402758  0.1214
H  -1.093023  0.733772  0.720682  0.0752
H  0.572178  2.584006  3.063695  0.0854
H  4.020942  2.065775  -2.583778  0.1025

Cartesian forces (eV/Å) of the 6 atoms listed first:
Sb -0.8 -1.2 -1.4
S -0.6 -0.2 -0.5
P 1.0 2.3 1.7
F -0.1 -0.6 0.1
F 0.5 0.1 0.1
F 0.3 0.3 -0.2

Results
2S+1	1
electronic energy	-6323.36778	hartree
HOMO level	-4.966	eV
charge	-1
gap between HOMO and LUMO	0.23848	Ha
max |F|	3.22	eV/Å

***

The following is a quantum chemistry calculation of C42H55GeMoN4Sb2 as an isolated structure at a distorted geometry, from the Open Molecules 2025 dataset.

Each line ends with the Löwdin charge.
Geometry (Å):
Sb  0.977082  0.136793  2.056746  1.3325
Sb  -0.591590  3.137244  0.828605  1.2632
Mo  -1.087832  0.572224  0.109886  0.7417
Ge  1.753971  -1.212235  -1.477536  0.8848
N  -2.044127  1.328036  -1.577474  -0.1894
N  -2.567139  -0.386985  1.064626  -0.1320
N  -4.113439  2.012467  -5.091540  0.1501
N  -4.409201  -1.876522  1.454825  -0.0580
C  -4.837278  -3.313503  1.315735  -0.1691
C  4.774325  -4.331047  0.341114  -0.0817
C  5.251414  -3.071846  -0.005152  -0.0755
C  -0.173476  -3.453123  -5.267328  -0.0813
C  0.773747  -1.824960  2.995816  -0.2804
C  0.732422  3.790196  3.673913  -0.2781
C  3.128977  3.655658  5.111802  -0.0886
C  3.458974  -0.102482  -3.655191  -0.1002
C  -3.320050  -1.523555  0.771707  -0.3568
C  -2.972122  -2.146156  -0.558440  -0.0141
C  4.453421  0.674632  -4.265639  -0.0632
C  -1.391474  1.584708  -2.727479  -0.1393
C  -0.530914  3.932062  2.949954  -0.2904
C  4.399270  -2.156228  -0.633442  -0.1240
C  0.464922  1.260260  4.023801  -0.2876
C  -3.767026  -4.320260  1.853911  -0.0423
C  -5.360654  -1.791719  3.919056  -0.0797
C  2.323459  2.545906  4.959233  -0.0762
C  -2.058374  1.895593  -3.858785  -0.0126
C  5.004705  1.755096  -3.545080  -0.0760
C  2.662014  -3.839735  -0.654663  -0.1198
C  1.272657  3.857722  -0.063034  -0.2623
C  -0.868403  -2.475503  -4.582572  -0.1125
C  1.120783  2.531231  4.250014  -0.3131
C  1.562378  4.971761  3.885340  -0.0378
C  3.581182  1.246257  -1.683493  -0.1386
C  -4.114027  1.753507  -2.664218  -0.0011
C  0.982157  -2.160587  -3.059521  -0.2771
C  -3.448162  1.928514  -3.908851  -0.2995
C  4.547075  2.052319  -2.261770  -0.0867
C  -5.053933  -1.014779  2.614375  -0.1180
C  -0.315608  -1.864860  -3.491477  -0.1305
C  3.218261  0.410640  2.093420  -0.2223
C  2.725918  4.897254  4.614836  -0.0936
C  -3.378110  1.520969  -1.522559  -0.1576
C  -1.842986  4.700871  0.112913  -0.3464
C  0.330981  -0.347785  -0.485147  -0.6326
C  3.064851  0.110809  -2.327539  -0.2624
C  1.154195  -3.743202  -4.865420  -0.0679
C  3.489181  -4.735051  -0.039018  -0.0975
C  1.723026  -3.087042  -3.775400  -0.1348
C  3.099152  -2.503522  -0.919585  -0.3062
H  4.797681  -1.132612  -0.814940  0.1096
H  -2.751015  -1.360353  -1.323141  0.0705
H  4.917700  0.361763  -5.175026  0.0939
H  -1.337710  3.356228  3.434209  0.0550
H  3.095853  -5.741143  0.198560  0.1148
H  -2.164887  4.566147  -0.904178  -0.0184
H  -0.032709  -2.370380  2.449597  -0.0004
H  3.650999  -0.319693  1.389750  -0.0169
H  6.272312  -2.759024  0.127531  0.1007
H  0.766264  0.549659  4.772003  0.0394
H  -5.161561  -1.126073  4.787967  0.0866
H  3.278106  1.492953  -0.669958  0.0687
H  -3.840823  -2.710175  -0.979307  0.0950
H  3.058544  -0.922496  -4.229290  0.0796
H  -1.865258  -2.177126  -4.936090  0.1076
H  -3.293164  -3.851787  2.704733  0.0614
H  4.058887  3.540897  5.665886  0.1061
H  -1.361744  5.698263  0.227662  0.0246
H  5.711336  2.376997  -4.036431  0.0893
H  0.480845  -1.718914  4.059784  0.0110
H  -0.635268  -4.010258  -6.093244  0.1072
H  -2.780995  4.656345  0.699146  0.0103
H  2.684621  1.579372  5.394082  0.1253
H  2.778926  -3.237608  -3.612431  0.1043
H  2.001755  3.892821  0.742126  -0.0030
H  -1.483119  2.183847  -4.730815  0.1274
H  5.303116  -5.002985  1.005633  0.1019
H  5.053714  2.792473  -1.718017  0.0869
H  -2.970950  -4.497875  1.112184  0.0767
H  -3.874747  1.445920  -0.531748  0.1167
H  1.062176  4.877500  -0.416084  0.0110
H  -4.684854  -2.653477  4.074937  0.0734
H  1.546973  3.178566  -0.864731  -0.0229
H  -3.592911  2.421051  -5.860952  0.1200
H  -6.404973  -2.141859  4.007093  0.0822
H  3.509047  1.438656  1.757748  0.0146
H  -2.670284  -0.116573  2.038849  0.0324
H  1.702388  -2.345783  2.852835  -0.0106
H  1.659017  -4.121460  -0.960878  0.0967
H  1.797261  -4.400660  -5.483944  0.1134
H  -0.886800  -1.124467  -2.949236  0.0545
H  -5.759595  -3.321034  1.882154  0.1040
H  -5.205986  1.927257  -2.499282  0.1298
H  -4.157159  -5.269470  2.167663  0.0713
H  -0.637289  1.367627  3.955580  0.0504
H  -2.106551  -2.735446  -0.453426  0.0674
H  -0.781331  5.001537  2.911260  0.0622
H  -5.934564  -0.436863  2.159160  0.1438
H  3.369842  5.756316  4.722369  0.1015
H  -5.080084  2.194762  -5.040687  0.0937
H  -4.238406  -0.291494  2.770907  0.0802
H  1.077779  5.892377  3.514231  0.1126
H  -0.293119  1.526071  -2.682473  0.1226
H  3.650879  0.285918  3.085024  0.0061
H  -5.082742  -3.444268  0.261360  0.1002

Cartesian forces (eV/Å) of the 6 atoms listed first:
Sb 0.2 0.6 2.0
Sb 0.3 1.4 0.6
Mo 5.0 -0.2 0.1
Ge 1.2 0.5 -1.9
N -0.7 0.4 0.0
N -3.3 -3.7 1.2

Results
2S+1	3
electronic energy	-4477.64210	hartree
HOMO level (spin up / spin down)	-7.779 / -9.023	eV
relative energy (zero: lowest compared OMol25 entry of this formula, charge and spin)	43.2	kJ/mol
charge	+1
<S²>	2.05
gap between HOMO and LUMO (spin up / spin down)	0.20857 / 0.24444	Ha
max |F|	5.13	eV/Å